Molecular formula: C24H50Br4N6O4
Method: DFT, wB97M-V/def2-TZVPD

The value obtained for the gap between HOMO and LUMO is 0.3253 Ha. The molecular weight comes out at 806.32 g mol⁻¹. The value obtained for the energy relative to the best compared isomer or geometry (same formula, charge and spin) is 2.9 kcal per mole. Its calculated total energy is -322998.9427 eV. As for the SMILES: CN(C)C=O.CN(C)C=O.CN(C)C=O.CN(C)C=O.BrCCBr.BrCCBr.CCCC#N.CCCC#N. For the strongest force on any atom, the calculation gives 0.03573 Eh/bohr.

```
! RIJCOSX wB97M-V def2-TZVPD def2/J DEFGRID3
* xyz 0 1
C -3.99280 -1.78792 1.00069
N -3.62414 -3.08813 0.42069
C -2.53515 -3.05977 -0.51079
C -4.34774 -4.19663 0.66648
O -4.02109 -5.31627 0.31830
H -3.34418 -1.58843 1.85923
H -5.00836 -1.79052 1.39233
H -3.83392 -1.04798 0.22047
H -2.64235 -3.76932 -1.33653
H -2.36971 -2.13490 -1.06394
H -1.62280 -3.33887 0.03041
H -5.27822 -3.94812 1.20328
C 3.75857 -1.67313 -1.13478
N 4.28472 -2.66114 -0.22057
C 5.30483 -2.19484 0.69724
C 3.89214 -3.94178 -0.31293
O 4.32008 -4.85463 0.37234
H 3.61389 -0.71001 -0.64478
H 2.79838 -2.01720 -1.51915
H 4.37455 -1.46326 -2.01827
H 5.72918 -3.02516 1.25796
H 6.16788 -1.83251 0.13590
H 4.91600 -1.42586 1.35675
H 3.08847 -4.07259 -1.05664
C -0.89657 5.76102 4.21502
N -0.77673 4.32834 4.21765
C 0.22202 3.75489 3.33714
C -1.54207 3.52644 4.99268
O -2.54647 3.90312 5.56776
H 0.03832 6.19791 4.58522
H -1.66410 6.08324 4.91433
H -1.10809 6.20615 3.24215
H 1.26348 3.97852 3.57767
H 0.06431 2.67841 3.29663
H 0.08939 4.12842 2.31776
H -1.16079 2.49703 5.07162
C -5.59030 0.84966 -4.24834
N -4.87218 0.91750 -2.98462
C -5.56687 1.51087 -1.86955
C -3.76284 0.18340 -2.77799
O -3.09993 0.17702 -1.75678
H -6.46222 0.19518 -4.11224
H -5.03734 0.37753 -5.05668
H -5.90890 1.86352 -4.48396
H -6.34327 0.83210 -1.49767
H -4.86336 1.66992 -1.05464
H -6.04736 2.46568 -2.06248
H -3.48248 -0.41756 -3.65501
Br -4.45533 4.89364 -2.14171
C -2.67839 4.20341 -2.61973
C -2.39424 4.55537 -4.07105
Br -2.22701 6.52165 -4.26285
H -2.71138 3.11114 -2.58324
H -1.96944 4.52336 -1.86648
H -3.22053 4.25658 -4.70694
H -1.45663 4.18311 -4.47239
Br 0.05674 2.22595 -1.98334
C 1.02163 0.96312 -0.87935
C 0.11391 0.34765 0.17390
Br 1.18016 -0.88613 1.23032
H 1.81543 1.55248 -0.42777
H 1.45634 0.20363 -1.52031
H -0.66299 -0.22717 -0.32383
H -0.33085 1.09830 0.81778
C 4.81518 3.37326 -1.20856
C 6.17774 2.96125 -1.72032
C 6.46875 1.48205 -1.49805
C 6.58032 1.04564 -0.09426
N 6.66927 0.70784 0.99885
H 4.00400 2.76997 -1.63239
H 4.54760 4.41254 -1.39957
H 4.70093 3.24433 -0.12719
H 6.92858 3.65030 -1.33089
H 6.23128 3.10131 -2.80348
H 7.33426 1.10881 -2.04407
H 5.61808 0.91703 -1.89565
C 0.56165 -7.18692 2.53464
C 1.28460 -5.83447 2.58910
C 0.45641 -4.67809 2.02400
C -0.80913 -4.54905 2.76078
N -1.80088 -4.43000 3.32636
H 1.17388 -8.03580 2.81912
H 0.25196 -7.36138 1.50108
H -0.33099 -7.05550 3.14390
H 2.25538 -5.79076 2.08481
H 1.56177 -5.57529 3.61618
H 0.26444 -4.82218 0.95914
H 0.94361 -3.71028 2.14408
*
```

Just the Mulliken charges please, in e? Sure, here they are: -0.57, 0.28, -0.50, 0.09, -0.59, 0.24, 0.35, 0.03, 0.35, 0.04, -0.04, 0.30, -0.96, 0.21, -0.98, 0.15, -0.61, 0.18, 0.34, 0.37, 0.33, 0.29, 0.36, 0.32, -0.94, 0.14, -0.88, 0.15, -0.58, 0.33, 0.32, 0.29, 0.31, 0.22, 0.31, 0.33, -0.95, 0.31, -1.03, -0.05, -0.56, 0.36, 0.31, 0.29, 0.34, 0.30, 0.29, 0.37, -0.14, -0.17, -0.53, -0.16, -0.22, 0.50, 0.36, 0.36, -0.16, -0.54, -0.11, -0.13, 0.35, 0.18, 0.06, 0.38, -1.12, -0.45, -0.17, 0.27, -0.50, 0.22, 0.41, 0.32, 0.31, 0.30, 0.40, 0.04, -1.13, -0.55, 0.29, 0.12, -0.54, 0.37, 0.29, 0.33, 0.27, 0.34, 0.30, -0.13

Molecular formula: C24H50ClF5OP2Si2TcTe
Method: DFT, wB97M-V/def2-TZVPD

The value obtained for the gap between HOMO and LUMO (alpha / beta) is 0.1017 / 0.1123 Ha. The molecular weight comes out at 828.83 g mol⁻¹. Its calculated total energy is -97680.0689 eV. For the strongest force on any atom, the calculation gives 0.04243 Eh/bohr.

```
! RIJCOSX wB97M-V def2-TZVPD def2/J DEFGRID3
* xyz 0 4
Tc -0.14166 -0.14203 0.04224
C -1.16924 -1.24738 1.75939
C -2.11950 -0.70603 0.84441
C -1.85188 -1.31808 -0.45852
Si -3.41612 0.55696 1.33078
C -0.72270 -2.18091 -0.30950
C -0.27000 -2.10431 1.07814
Si 1.16673 -2.94260 1.90145
H -1.17490 -1.07180 2.82628
H -2.50662 -1.19282 -1.31646
H -0.31988 -2.87986 -1.03184
Cl 0.35780 0.16397 -2.13437
C 1.04320 -2.78070 3.75835
C 1.27414 -4.73686 1.40537
C -3.51342 0.68755 3.18973
C -5.06700 0.09283 0.60952
H 0.43084 -5.26519 1.87518
H 2.20767 -5.18545 1.77473
H 1.21305 -4.89169 0.32160
H 0.91896 -1.72249 4.03691
H 1.95720 -3.17896 4.22536
H 0.17570 -3.35358 4.12084
H -5.39281 -0.83523 1.09961
H -5.03782 -0.08359 -0.47072
H -5.81233 0.87075 0.81972
H -3.89135 -0.25827 3.60329
H -4.20152 1.49843 3.46803
H -2.51740 0.89244 3.60770
C 2.70934 -1.94280 1.40131
C -2.77433 2.23142 0.71860
P 2.54251 -1.25847 -0.27833
H 3.60171 -2.58000 1.51506
H 2.79621 -1.10217 2.11117
P -1.78367 2.06559 -0.80357
H -2.11317 2.63780 1.50130
H -3.62088 2.92616 0.59639
C -1.17705 3.84206 -1.09632
C -3.14136 1.75637 -2.12859
C 2.81407 -2.81132 -1.39433
C 4.11869 -0.21484 -0.45480
C 3.87779 1.24877 -0.08661
H 4.36646 -0.27666 -1.52594
C 5.26862 -0.73969 0.39752
H 5.05492 -0.56834 1.46107
H 6.17096 -0.16819 0.14965
H 5.49422 -1.79936 0.25308
H 3.01146 1.66224 -0.62452
H 4.78605 1.81608 -0.34554
H 3.72877 1.36154 0.99489
H 1.91784 -3.38912 -1.12952
C 4.04440 -3.63059 -1.00027
C 2.80293 -2.54596 -2.90379
H 4.02423 -4.00491 0.03065
H 4.97436 -3.06978 -1.15292
H 4.10219 -4.51414 -1.65121
H 1.80288 -2.66018 -3.34214
H 3.45086 -3.28308 -3.40197
H 3.18633 -1.54976 -3.16955
H -3.51315 0.77864 -1.79268
C -2.62241 1.62127 -3.56539
C -4.30017 2.75809 -2.06484
H -4.83687 2.76489 -1.10779
H -5.04038 2.49503 -2.83396
H -3.96796 3.77955 -2.28866
H -2.38063 0.58497 -3.83245
H -1.73808 2.24671 -3.76191
H -3.41415 1.94961 -4.25681
C 0.21428 4.07655 -0.50851
C -2.12378 4.89327 -0.52297
H -1.12306 3.92476 -2.19290
H -2.08136 4.88489 0.57588
H -3.16486 4.78298 -0.82919
H -1.78390 5.88019 -0.85950
H 0.17296 4.11997 0.58738
H 0.56563 5.06558 -0.84372
H 0.92803 3.30109 -0.82414
C -1.28745 -2.41793 -4.26166
H -1.71065 -2.76806 -3.31127
H -1.78347 -1.58388 -4.75483
H -0.22420 -2.65379 -4.45289
F 2.63014 0.71133 3.19897
Te 1.10308 1.94155 3.01043
F -0.48361 3.10936 2.80198
F 2.22974 3.26320 2.15794
F -0.06572 0.54964 3.80296
F 1.46812 2.70404 4.80174
O 0.67738 1.11274 1.31079
*
```

Just the Mulliken charges please, in e? Sure, here they are: 0.20, -0.27, 0.36, -0.21, -0.18, -0.06, 0.32, -0.24, 0.54, 0.29, 0.34, -0.54, -1.06, -1.04, -1.07, -1.05, 0.39, 0.36, 0.32, 0.20, 0.38, 0.31, 0.38, 0.33, 0.36, 0.31, 0.39, 0.20, -1.00, -1.05, 0.21, 0.98, 0.00, 0.37, 0.04, 1.00, 0.79, 1.35, 1.30, 0.78, -1.37, 0.50, -1.56, 0.28, 0.48, 0.29, 0.13, 0.55, 0.26, -0.58, -1.76, -0.86, 0.27, 0.32, 0.53, -0.11, 0.47, 0.19, -0.63, -1.00, -1.76, 0.29, 0.52, 0.33, 0.01, 0.19, 0.47, -1.36, -1.57, 0.49, 0.30, 0.29, 0.48, 0.27, 0.54, 0.11, -0.70, 0.15, 0.29, 0.24, -0.52, 1.35, -0.52, -0.48, -0.47, -0.44, 0.05